[1]
The following is a quantum chemistry calculation of 2 unconnected molecules or ions with the total composition C3H6N2O at a distorted geometry, from the Open Molecules 2025 dataset.

```
12
Properties=species:S:1:pos:R:3:forces:R:3
C -2.038 -1.494 -0.194 1.3 2.1 -2.3
C -1.631 -0.358 -1.015 -1.9 -4.2 0.5
N -0.267 -0.591 -1.165 -0.5 4.1 -0.5
C 0.113 -1.407 -0.199 2.0 -2.3 1.4
N -0.894 -2.156 0.268 -0.6 1.9 0.3
H -3.098 -1.818 -0.208 1.1 -0.1 0.8
H -2.325 0.135 -1.713 1.0 0.0 0.3
H 0.310 0.135 -1.616 -0.2 -0.8 0.7
H 1.201 -1.353 0.227 -2.3 -0.7 -1.2
O 2.862 2.726 1.627 0.4 -1.9 -0.1
H 2.604 3.611 1.456 -0.2 1.2 0.4
H 3.163 2.572 2.531 -0.2 0.6 -0.3
```
Forces are in eV/Å.

Kohn-Sham gap = 9.198 eV
Strongest force on any atom = 0.0894 hartree/bohr
Structure (SMILES) = c1c[nH]cn1.O
Multiplicity = 1
Energy relative to the best compared isomer or geometry (same formula, charge and spin) = 49.1 kcal/mol
Total charge = 0
HOMO energy = -8.437 eV

---

[2]
The following is a quantum chemistry calculation of a molecular structure, C30H57CsGeN5O6P2S4Si3, from the Open Molecules 2025 dataset.

```
109
Properties=species:S:1:pos:R:3:forces:R:3
Cs -0.882 -0.538 0.585 0.0 -0.2 -0.1
O -3.193 3.617 0.117 0.0 0.0 0.1
C -3.156 2.372 0.016 0.2 0.1 -0.1
O -2.422 1.662 -0.698 0.0 0.0 0.0
C -4.156 1.629 0.921 0.0 -0.1 0.1
C -5.391 2.257 1.245 0.0 0.0 0.0
C -6.277 1.615 2.050 0.0 0.0 0.0
C -5.935 0.354 2.600 0.0 0.0 0.0
C -6.775 -0.373 3.475 0.0 0.0 0.0
C -6.367 -1.570 3.994 0.0 0.0 0.0
C -5.098 -2.094 3.661 0.0 0.0 0.0
C -4.269 -1.414 2.813 0.0 0.0 0.0
C -4.674 -0.177 2.254 0.0 0.0 0.0
N -3.822 0.457 1.397 0.0 0.0 0.0
H -5.582 3.238 0.832 0.0 0.0 0.0
H -7.238 2.055 2.297 0.0 0.0 0.0
H -7.746 0.038 3.732 0.0 0.0 0.0
H -7.014 -2.123 4.664 0.0 0.0 0.0
H -4.779 -3.043 4.076 0.0 0.0 0.0
H -3.295 -1.811 2.554 0.0 0.0 0.0
C 4.887 1.603 -0.423 0.0 0.0 0.0
N 4.181 2.057 0.763 0.0 0.2 0.0
C 5.036 2.386 1.881 0.0 -0.1 0.0
P 2.548 1.785 0.796 0.1 0.0 0.0
O 2.111 0.393 0.628 -0.1 0.2 0.0
O 2.253 2.392 2.288 -0.1 -0.1 -0.2
P 0.780 2.497 2.951 0.1 0.2 0.2
O -0.298 2.004 2.088 0.0 -0.2 -0.1
N 0.540 4.091 3.287 -0.1 -0.1 0.0
C 1.368 4.828 4.209 0.1 0.0 0.0
C -0.573 4.823 2.702 0.0 0.1 -0.1
N 1.090 1.783 4.401 0.1 0.0 0.0
C 2.065 0.717 4.603 0.0 0.0 0.0
C 0.002 1.768 5.370 -0.1 0.0 0.0
N 1.912 2.826 -0.301 -0.1 -0.2 0.0
C 2.208 4.240 -0.192 0.0 0.0 0.0
C 0.652 2.530 -0.997 0.0 0.1 0.0
H 5.526 2.403 -0.814 0.0 0.0 0.0
H 4.181 1.315 -1.203 0.1 0.0 0.0
H 5.511 0.732 -0.197 0.0 0.0 0.0
H 5.718 3.199 1.604 0.0 0.0 0.0
H 5.648 1.527 2.182 0.0 0.0 0.0
H 4.449 2.707 2.735 0.0 0.0 0.0
H 2.212 4.221 4.533 0.0 0.0 0.0
H 0.805 5.131 5.101 0.0 0.0 0.0
H 1.759 5.735 3.734 0.0 0.0 0.0
H -1.121 4.198 1.998 0.0 0.0 0.0
H -0.207 5.709 2.172 0.0 0.0 0.0
H -1.268 5.157 3.480 0.0 0.0 0.0
H 2.743 0.641 3.758 0.0 0.0 0.0
H 1.571 -0.247 4.733 0.0 0.0 0.0
H 2.651 0.930 5.504 0.0 0.0 0.0
H -0.734 2.533 5.122 0.0 0.0 0.0
H 0.392 1.976 6.371 0.0 0.0 0.0
H -0.500 0.796 5.380 0.0 0.0 0.0
H 3.185 4.386 0.269 0.0 0.0 0.0
H 1.451 4.767 0.403 0.0 0.0 0.0
H 2.226 4.681 -1.192 0.0 0.0 0.0
H 0.558 1.462 -1.164 0.0 -0.1 0.0
H 0.684 3.019 -1.973 0.0 0.0 0.0
H -0.230 2.877 -0.457 0.0 0.0 0.0
O -3.168 -5.708 6.747 0.0 0.0 0.0
C -2.681 -5.089 5.830 0.1 0.0 0.0
S -2.927 -5.475 4.129 0.0 0.0 0.1
C -1.961 -4.177 3.412 -0.1 0.2 0.0
C -1.346 -3.304 4.338 -0.1 -0.1 -0.1
S -0.418 -1.961 3.987 0.0 0.0 0.1
S -1.630 -3.689 6.040 0.0 0.0 0.0
S -1.933 -4.074 1.747 0.1 -0.1 0.1
C -0.965 1.026 -4.193 0.1 -0.1 0.0
Si -0.656 -0.796 -4.611 0.0 0.1 0.0
C 0.208 -0.764 -6.309 0.0 0.0 0.0
C -2.363 -1.546 -4.970 0.0 0.0 0.0
Ge 0.385 -1.892 -2.771 0.1 0.0 -0.1
Si 0.392 -4.110 -3.648 0.1 0.0 0.0
C -1.180 -5.025 -3.119 0.0 0.0 0.0
C 0.500 -4.428 -5.524 0.0 0.0 0.0
C 1.820 -5.125 -2.912 0.0 0.0 0.0
Si 2.648 -1.332 -3.305 0.0 0.0 0.0
C 2.889 0.547 -3.500 0.0 0.0 0.1
C 3.801 -1.836 -1.884 0.0 0.0 0.0
C 3.486 -2.054 -4.859 0.0 0.0 0.0
H -1.525 1.520 -4.995 0.0 0.0 0.0
H -0.016 1.556 -4.070 0.0 0.0 0.0
H -1.520 1.134 -3.257 0.0 0.0 0.0
H -0.425 -0.251 -7.043 0.0 0.0 0.0
H 0.413 -1.771 -6.676 0.0 0.0 0.0
H 1.160 -0.229 -6.255 0.0 0.0 0.0
H -2.900 -0.971 -5.731 0.0 0.0 0.0
H -2.970 -1.563 -4.062 0.0 0.0 0.0
H -2.273 -2.577 -5.326 0.0 0.0 0.0
H -2.070 -4.531 -3.514 0.0 0.0 0.0
H -1.266 -5.035 -2.030 0.0 0.0 0.0
H -1.177 -6.062 -3.475 0.0 0.0 0.0
H -0.372 -4.019 -6.042 0.0 0.0 0.0
H 0.530 -5.507 -5.713 0.0 0.0 0.0
H 1.389 -3.975 -5.966 0.0 0.0 0.0
H 1.793 -5.075 -1.820 0.0 0.0 0.0
H 2.792 -4.742 -3.235 0.0 0.0 0.0
H 1.754 -6.178 -3.208 0.0 0.0 0.0
H 2.474 1.086 -2.644 0.0 0.0 0.0
H 2.383 0.915 -4.396 0.0 0.0 0.0
H 3.953 0.799 -3.586 0.0 0.0 0.0
H 3.470 -1.376 -0.949 0.0 0.0 0.0
H 4.839 -1.537 -2.078 0.0 0.0 0.0
H 3.782 -2.920 -1.743 0.0 0.0 0.0
H 2.940 -1.788 -5.767 0.0 0.0 0.0
H 3.532 -3.145 -4.811 0.0 0.0 0.0
H 4.511 -1.675 -4.949 0.0 0.0 0.0
```
Forces are in eV/Å.

Kohn-Sham gap (alpha / beta) = 5.038 / 4.830 eV
Strongest force on any atom = 0.0047 hartree/bohr
Multiplicity = 2
Energy relative to the best compared isomer or geometry (same formula, charge and spin) = 0.0 kcal/mol
<S²> = 0.768
Total charge = -2
HOMO energy (alpha / beta) = -1.650 / -1.650 eV

---

[3]
The following is a quantum chemistry calculation of a molecular structure, C7H12NO at a distorted geometry, from the Open Molecules 2025 dataset.

```
21
Properties=species:S:1:pos:R:3:forces:R:3
C 0.583 -1.472 0.183 -1.5 1.4 -1.5
C 1.242 -2.474 -0.329 0.4 -0.1 0.2
C -0.172 -0.659 -2.263 -4.0 2.2 -0.9
C -0.934 1.621 0.196 0.8 -1.2 3.0
C -0.066 1.507 1.515 0.4 -1.3 -0.6
C -1.388 0.340 -0.489 -1.7 1.3 0.2
C 1.098 0.503 1.552 0.3 -2.0 -2.0
N -0.416 -0.500 -1.049 3.4 -2.5 2.1
O 0.321 -0.922 1.294 1.1 1.0 1.3
H 1.944 -2.985 0.292 0.1 -0.2 0.7
H 1.221 -2.893 -1.308 -0.4 0.3 -0.6
H -0.953 -0.146 -2.936 1.7 -0.7 0.4
H 0.536 -1.330 -2.593 1.6 -1.2 -0.8
H -1.794 2.208 0.529 -0.1 -0.3 -0.4
H -0.382 2.222 -0.444 0.9 1.0 -1.6
H 0.357 2.468 1.681 0.3 1.0 0.4
H -0.701 1.252 2.347 -0.3 0.0 0.4
H -2.095 -0.253 0.087 0.2 0.0 0.3
H -1.924 0.735 -1.323 -0.9 0.1 -0.8
H 1.720 0.404 0.593 -0.5 1.1 1.5
H 1.804 0.374 2.466 -1.8 0.2 -1.4
```
Forces are in eV/Å.

Kohn-Sham gap = 10.272 eV
Strongest force on any atom = 0.0924 hartree/bohr
Multiplicity = 1
Energy relative to the best compared isomer or geometry (same formula, charge and spin) = 75.5 kcal/mol
Total charge = +1
HOMO energy = -14.271 eV

---

[4]
The following is a quantum chemistry calculation of 2 unconnected molecules or ions with the total composition C4H7NO2 at a distorted geometry, from the Open Molecules 2025 dataset.

```
14
Properties=species:S:1:pos:R:3:forces:R:3
O 1.136 -0.133 -1.596 1.1 -0.2 -1.4
C 0.770 0.050 1.027 0.1 0.0 1.2
C 0.180 1.211 0.352 -0.4 0.8 0.0
N -0.529 0.605 -0.735 -0.6 -0.2 -0.1
C -1.026 -0.688 -0.324 -0.4 0.1 0.0
C 0.012 -1.129 0.721 -0.5 -0.5 -0.6
O 0.111 -2.270 1.149 0.2 0.6 0.1
H 1.709 -0.658 -1.019 -0.1 0.0 0.2
H 1.507 0.113 1.816 0.0 -0.1 -0.1
H -0.570 1.721 0.989 0.4 0.0 0.3
H 0.890 1.956 -0.009 0.0 -0.1 0.1
H -1.084 1.182 -1.354 0.2 -0.1 0.1
H -1.091 -1.374 -1.169 0.0 0.0 0.2
H -2.013 -0.586 0.152 0.0 -0.2 0.1
```
Forces are in eV/Å.

Kohn-Sham gap (alpha / beta) = 9.280 / 7.273 eV
Strongest force on any atom = 0.0349 hartree/bohr
Multiplicity = 1
Energy relative to the best compared isomer or geometry (same formula, charge and spin) = 125.1 kcal/mol
Total charge = 0
HOMO energy (alpha / beta) = -9.319 / -8.715 eV

---

[5]
The following is a quantum chemistry calculation of a molecular structure, C37H30CoF6N2O2P2Sb at a distorted geometry, from the Open Molecules 2025 dataset.

```
81
Properties=species:S:1:pos:R:3:forces:R:3
Co -1.128 -0.520 -1.637 0.8 0.1 2.8
O 0.776 -0.438 -1.597 -1.2 0.2 -0.8
P 1.957 -0.624 -0.660 1.6 -0.6 0.5
C 1.369 -1.218 0.980 -0.7 0.8 -0.5
P -0.132 -0.290 1.544 1.4 -0.4 1.6
O -1.202 -0.354 0.487 -1.4 -0.2 -3.5
C 0.303 1.424 1.907 -0.2 -0.5 -0.1
C -0.496 2.433 1.379 0.0 -0.1 0.0
C -0.209 3.757 1.658 0.0 0.1 0.0
C 0.886 4.074 2.447 0.0 -0.1 0.0
C 1.665 3.065 2.998 0.0 -0.1 0.1
C 1.364 1.738 2.748 -0.2 0.0 0.1
C -0.705 -1.112 3.051 0.1 0.5 -0.7
C -0.853 -2.495 3.049 0.0 -0.2 0.1
C -1.296 -3.134 4.196 0.0 0.0 -0.2
C -1.624 -2.391 5.321 0.0 0.1 0.0
C -1.501 -1.008 5.310 0.0 0.1 -0.1
C -1.047 -0.362 4.170 0.1 0.1 0.2
C 3.100 -1.890 -1.265 -0.6 0.7 0.2
C 4.478 -1.756 -1.132 0.0 0.0 0.1
C 5.293 -2.807 -1.518 0.0 0.1 0.0
C 4.733 -3.968 -2.036 0.1 0.0 0.0
C 3.359 -4.091 -2.181 -0.1 0.0 0.0
C 2.542 -3.038 -1.809 -0.1 -0.1 0.1
C 2.882 0.926 -0.541 -0.3 -0.7 0.2
C 3.533 1.319 0.621 0.0 0.0 -0.2
C 4.259 2.498 0.626 0.1 -0.1 0.1
C 4.371 3.257 -0.527 0.0 -0.1 0.0
C 3.783 2.822 -1.706 -0.1 0.0 0.0
C 3.035 1.659 -1.715 0.1 0.0 0.0
H 2.167 -1.226 1.724 0.0 0.1 0.0
H 1.044 -2.253 0.814 0.0 0.0 0.0
H -1.360 2.164 0.790 -0.1 0.0 -0.1
H -0.846 4.540 1.276 0.0 0.1 -0.1
H 1.119 5.106 2.659 0.0 0.1 0.0
H 2.496 3.314 3.637 0.1 0.0 0.1
H 1.920 0.944 3.228 0.2 0.0 0.0
H -0.631 -3.068 2.161 0.0 -0.2 -0.1
H -1.380 -4.211 4.203 -0.1 -0.1 0.0
H -1.981 -2.891 6.208 0.0 0.0 0.1
H -1.753 -0.429 6.186 0.0 0.0 0.0
H -0.951 0.715 4.154 0.0 0.1 0.1
H 4.908 -0.847 -0.739 0.1 0.1 0.1
H 6.364 -2.708 -1.427 0.1 0.0 0.0
H 5.379 -4.775 -2.346 0.0 -0.1 0.0
H 2.913 -4.995 -2.574 0.1 0.0 -0.1
H 1.474 -3.092 -1.925 -0.1 -0.2 -0.1
H 3.496 0.702 1.504 0.0 0.0 0.1
H 4.752 2.810 1.532 0.1 0.1 0.1
H 4.942 4.172 -0.516 0.1 0.1 0.0
H 3.922 3.379 -2.619 0.0 0.1 -0.1
H 2.606 1.290 -2.637 0.0 0.0 -0.1
C -5.279 -1.342 -1.699 -0.2 0.3 0.0
C -3.897 -1.532 -1.800 0.1 -0.5 0.0
N -3.038 -0.528 -1.779 -0.3 0.2 0.1
C -3.543 0.726 -1.698 -0.6 0.5 0.0
C -4.917 1.022 -1.619 0.8 -0.2 -0.1
C -5.801 -0.074 -1.598 0.3 -0.2 -0.1
C -5.312 2.395 -1.596 0.1 0.2 0.0
C -4.397 3.395 -1.688 -0.3 -0.1 0.0
C -3.002 3.115 -1.806 0.3 -0.7 0.1
C -1.994 4.082 -1.964 0.2 -0.3 0.0
C -0.686 3.664 -2.058 -0.3 0.1 0.0
C -0.373 2.304 -1.998 0.4 -0.2 0.0
N -1.298 1.367 -1.861 -0.1 0.5 0.0
C -2.590 1.769 -1.772 -0.5 0.4 0.0
H -5.922 -2.210 -1.712 0.0 -0.1 0.0
H -3.509 -2.529 -1.918 0.1 0.0 0.1
H -6.866 0.091 -1.528 -0.1 0.0 0.0
H -6.365 2.621 -1.527 -0.1 0.1 0.0
H -4.706 4.428 -1.679 -0.1 0.1 0.0
H -2.254 5.128 -2.013 0.0 0.2 0.0
H 0.114 4.377 -2.178 0.1 0.0 0.0
H 0.654 1.978 -2.064 -0.1 -0.1 0.1
F -1.065 -2.346 -1.678 0.0 -0.7 -0.1
Sb -1.337 -4.559 -1.404 0.4 1.1 0.3
F 0.074 -4.704 -2.645 -0.5 0.1 0.4
F -0.023 -4.159 -0.044 -0.8 -0.3 -0.8
F -1.554 -6.372 -1.116 0.0 0.3 0.0
F -2.665 -3.975 -0.171 0.6 -0.2 -0.7
F -2.542 -4.251 -2.844 0.5 -0.2 0.8
```
Forces are in eV/Å.

Kohn-Sham gap (alpha / beta) = 5.360 / 5.364 eV
Strongest force on any atom = 0.0738 hartree/bohr
Multiplicity = 1
Energy relative to the best compared isomer or geometry (same formula, charge and spin) = 46.7 kcal/mol
Total charge = +2
HOMO energy (alpha / beta) = -14.123 / -14.123 eV

---

[6]
The following is a quantum chemistry calculation of a molecular structure, C5H7NO at a distorted geometry, from the Open Molecules 2025 dataset.

```
14
Properties=species:S:1:pos:R:3:forces:R:3
C 1.436 1.290 -0.254 -0.1 0.1 0.0
C 0.547 0.327 0.507 0.3 -0.3 -0.2
C -0.247 -0.651 -0.143 0.1 0.2 0.1
C -1.324 -1.210 0.718 0.1 -0.3 -0.1
O -1.966 0.012 0.516 0.0 0.4 0.1
C -0.348 -0.765 -1.572 -0.1 -0.1 -0.9
N -0.375 -0.884 -2.724 0.1 0.1 1.2
H 2.430 0.867 -0.464 -0.3 0.1 0.1
H 1.578 2.204 0.332 0.0 -0.1 -0.1
H 0.982 1.575 -1.209 0.1 -0.1 0.2
H 0.895 0.024 1.502 -0.1 0.0 -0.2
H -0.724 0.680 0.760 -0.1 0.1 -0.1
H -1.890 -2.033 0.289 0.1 -0.2 0.0
H -0.993 -1.436 1.741 -0.1 0.1 -0.1
```
Forces are in eV/Å.

Kohn-Sham gap = 8.228 eV
Strongest force on any atom = 0.0227 hartree/bohr
Multiplicity = 1
Energy relative to the best compared isomer or geometry (same formula, charge and spin) = 104.0 kcal/mol
Total charge = 0
HOMO energy = -9.215 eV

---

[7]
The following is a quantum chemistry calculation of a molecular structure, C12H13IN2O4Pt at a distorted geometry, from the Open Molecules 2025 dataset.

```
33
Properties=species:S:1:pos:R:3:forces:R:3
Pt 0.121 -0.031 -0.089 -0.8 -0.9 0.8
N 0.128 0.253 2.265 -0.1 -0.1 -0.8
C 0.028 -1.099 2.842 0.1 -0.2 0.3
C 1.208 -1.956 2.399 -0.2 -0.3 -0.7
C 0.854 -2.777 1.117 0.3 0.0 1.6
O 0.615 -3.961 1.270 0.1 0.2 -0.5
O 0.875 -2.116 0.016 -0.3 0.5 -0.9
H 0.952 0.730 2.610 0.0 0.1 0.0
H -0.689 0.811 2.490 0.0 0.0 -0.1
H -0.911 -1.536 2.499 0.0 0.0 0.0
H -0.002 -1.044 3.934 -0.1 0.1 0.0
H 1.476 -2.678 3.165 0.0 0.0 0.1
H 2.071 -1.318 2.180 0.0 0.0 0.1
I -2.887 6.508 0.516 0.0 -0.3 0.0
C -2.905 4.408 0.369 0.1 0.3 0.0
C -4.099 3.716 0.504 -0.1 0.0 0.0
C -4.095 2.331 0.439 0.0 0.0 0.0
C -2.908 1.634 0.237 0.1 -0.3 0.0
C -1.737 2.355 0.074 -0.1 -0.1 0.0
C -1.714 3.739 0.143 0.1 0.0 0.0
C -2.960 0.100 0.239 -0.4 0.7 0.0
O -4.047 -0.421 0.392 0.2 -0.1 0.0
O -1.855 -0.554 0.092 0.5 -0.4 0.1
H -5.026 4.249 0.663 0.0 0.0 0.0
H -5.008 1.762 0.548 0.0 0.0 0.0
H -0.802 1.811 -0.124 -0.1 0.5 0.0
H -0.788 4.284 0.022 0.0 0.0 0.0
C 4.551 0.832 -0.429 0.3 0.0 0.0
C 3.120 0.649 -0.477 -0.2 0.1 -0.2
N 1.985 0.525 -0.508 0.7 0.0 0.3
H 4.833 1.695 -1.032 0.0 0.0 0.0
H 5.052 -0.055 -0.814 0.0 0.0 0.0
H 4.861 0.998 0.602 0.0 0.0 0.0
```
Forces are in eV/Å.

Kohn-Sham gap (alpha / beta) = 8.190 / 7.232 eV
Strongest force on any atom = 0.0314 hartree/bohr
Multiplicity = 3
Energy relative to the best compared isomer or geometry (same formula, charge and spin) = 4.9 kcal/mol
<S²> = 2.008
Total charge = 0
HOMO energy (alpha / beta) = -8.589 / -8.969 eV